*1*
Here is a cluster of 2 separate species, C2H5NO2 in total from the Open Molecules 2025 dataset. Energies are from the ωB97M-V functional and the def2-TZVPD basis.

Each line ends with the Löwdin charge.
Atoms and positions in Å:
1 N -1.278 -1.758 -0.216  0.11
2 C -1.600 -0.487 -0.605  -0.43
3 O -0.809 0.412 -0.714  0.02
4 H -1.987 -2.452 -0.063  0.08
5 H -0.413 -1.860 0.294  0.10
6 H -2.665 -0.442 -0.903  0.12
7 C 2.201 1.658 0.555  -0.15
8 O 2.067 0.669 -0.107  -0.02
9 H 3.001 2.399 0.386  0.08
10 H 1.485 1.862 1.373  0.08

The structure (SMILES) is NC=O.C=O. The calculation puts the HOMO energy at -9.69 eV. As for the HOMO-LUMO gap: 0.394 Ha.

*2*
Here is the molecule C2H5NO2 from the Open Molecules 2025 dataset. Energies are from the ωB97M-V functional and the def2-TZVPD basis.

Each line ends with the Löwdin charge.
Atoms and positions in Å:
1 N -0.670 -0.006 1.289  0.16
2 C -0.063 0.760 0.339  -0.53
3 O 0.187 1.944 0.481  0.04
4 C 0.308 0.032 -0.952  -0.18
5 O 0.304 -1.379 -0.859  -0.06
6 H -1.012 0.473 2.110  0.11
7 H -1.049 -0.913 1.052  0.10
8 H -0.425 0.302 -1.720  0.13
9 H 1.275 0.439 -1.269  0.13
10 H 1.145 -1.652 -0.470  0.10

The structure (SMILES) is NC(=O)CO. The calculation puts the HOMO energy at -9.75 eV. As for the HOMO-LUMO gap: 0.384 Ha.

*3*
Here is a structure of composition C2H5NO2 from the Open Molecules 2025 dataset. Energies are from the ωB97M-V functional and the def2-TZVPD basis.

Each line ends with the Löwdin charge.
Atoms and positions in Å:
1 C 0.123 0.571 0.377  -0.22
2 C -0.843 -0.783 -0.530  -0.12
3 O 0.727 -0.581 0.349  -0.03
4 O 1.652 0.806 1.577  -0.24
5 N -0.867 -0.622 -1.759  0.16
6 H 2.576 0.924 1.309  -0.01
7 H -0.615 0.811 1.150  0.13
8 H 0.355 1.324 -0.378  0.12
9 H -1.656 -1.062 -2.235  0.09
10 H -1.452 -1.388 0.141  0.13

The calculation puts the HOMO energy (alpha / beta) at -8.55 / -8.55 eV. As for the HOMO-LUMO gap (alpha / beta): 0.272 / 0.272 Ha.

Which structure is most stable? *2*, by 25.9 kcal/mol over the runner-up.

*1*
Here is the molecule C2H5NO2 from the Open Molecules 2025 dataset. Energies are from the ωB97M-V functional and the def2-TZVPD basis.

Each line ends with the Löwdin charge.
Atoms and positions in Å:
1 O -1.214 -1.231 0.220  0.09
2 C -0.479 -0.075 0.042  -0.58
3 O -1.227 1.024 -0.278  0.04
4 C 1.150 0.157 -0.426  -0.08
5 N 0.608 0.046 0.886  0.04
6 H -1.877 -1.300 -0.476  0.11
7 H -1.022 1.741 0.345  0.12
8 H 1.356 -0.550 -1.215  0.07
9 H 1.859 0.965 -0.525  0.07
10 H 0.847 -0.775 1.426  0.12

The structure (SMILES) is OC1(O)CN1. The calculation puts the HOMO energy at -8.46 eV. As for the HOMO-LUMO gap: 0.339 Ha.

*2*
Here is the molecule C2H5NO2 from the Open Molecules 2025 dataset. Energies are from the ωB97M-V functional and the def2-TZVPD basis.

Each line ends with the Löwdin charge.
Atoms and positions in Å:
1 C -1.126 0.407 0.052  -0.12
2 O -0.473 0.324 -1.209  -0.10
3 C 0.770 -0.331 -1.163  -0.10
4 N 1.246 -0.765 0.026  -0.07
5 O 0.746 -0.358 1.117  -0.16
6 H -2.165 0.738 -0.007  0.10
7 H -1.257 -0.507 0.502  0.06
8 H -0.589 0.988 0.819  0.10
9 H 1.431 -0.326 -2.003  0.11
10 H 1.418 -0.170 1.867  0.18

The structure (SMILES) is CO/C=N\O. The calculation puts the HOMO energy at -8.69 eV. As for the HOMO-LUMO gap: 0.344 Ha.

*3*
Here is a cluster of 2 separate species, C2H5NO2 in total from the Open Molecules 2025 dataset. Energies are from the ωB97M-V functional and the def2-TZVPD basis.

Each line ends with the Löwdin charge.
Atoms and positions in Å:
1 N -1.835 -0.237 0.052  0.17
2 C -1.472 -0.204 1.216  -0.36
3 O -0.984 -0.148 2.274  0.18
4 H -2.777 -0.404 -0.261  0.10
5 C 1.516 0.110 -0.417  -0.19
6 O 0.556 0.674 -1.275  -0.13
7 H 1.496 0.537 0.600  0.07
8 H 2.498 0.311 -0.853  0.08
9 H 1.411 -0.982 -0.324  0.08
10 H -0.299 0.295 -1.029  0.01

The structure (SMILES) is N=C=O.CO. The calculation puts the HOMO energy at -9.99 eV. As for the HOMO-LUMO gap: 0.386 Ha.

Which structure is most stable? *3*, by 56.1 kcal/mol over the runner-up.

*1*
Here is the molecule C5H10O from the Open Molecules 2025 dataset. Energies are from the ωB97M-V functional and the def2-TZVPD basis.

Each line ends with the Löwdin charge.
Atoms and positions in Å:
1 C 0.986 0.869 1.717  -0.11
2 C 0.836 0.008 0.481  -0.23
3 C -0.553 -0.819 0.451  -0.10
4 C -1.073 0.046 -0.630  -0.55
5 C -0.597 -0.384 -1.994  -0.02
6 O -1.631 1.100 -0.397  0.06
7 H 0.817 0.260 2.604  0.07
8 H 1.977 1.332 1.774  0.07
9 H 0.246 1.678 1.696  0.08
10 H 0.919 0.705 -0.380  0.11
11 H 1.659 -0.689 0.314  0.11
12 H -0.377 -1.868 0.176  0.11
13 H -1.259 -0.819 1.299  0.13
14 H 0.128 -1.204 -1.928  0.08
15 H -1.484 -0.736 -2.518  0.09
16 H -0.153 0.463 -2.518  0.09

The structure (SMILES) is CCCC(C)=O. The calculation puts the HOMO energy at -9.36 eV. As for the HOMO-LUMO gap: 0.382 Ha.

*2*
Here is a structure of composition C5H10O from the Open Molecules 2025 dataset. Energies are from the ωB97M-V functional and the def2-TZVPD basis.

Each line ends with the Löwdin charge.
Atoms and positions in Å:
1 C 2.104 0.469 -0.055  -0.12
2 C 0.891 -0.265 -0.590  -0.23
3 C -0.403 -0.064 -0.072  -0.33
4 O -0.414 -1.646 0.916  -0.12
5 C -1.225 0.910 0.673  -0.06
6 C -1.782 0.182 -0.545  -0.08
7 H 3.012 -0.114 -0.254  0.06
8 H 2.045 0.608 1.031  0.08
9 H 2.252 1.459 -0.509  0.06
10 H 0.562 -1.423 0.230  0.13
11 H 0.924 -0.551 -1.642  0.10
12 H -0.943 -2.315 0.448  0.07
13 H -1.625 0.627 1.641  0.11
14 H -0.963 1.960 0.571  0.11
15 H -2.550 -0.563 -0.364  0.10
16 H -1.885 0.727 -1.480  0.11

The calculation puts the HOMO energy at -7.97 eV. As for the HOMO-LUMO gap: 0.329 Ha.

*3*
Here is a cluster of 2 separate species, C5H10O in total from the Open Molecules 2025 dataset. Energies are from the ωB97M-V functional and the def2-TZVPD basis.

Each line ends with the Löwdin charge.
Atoms and positions in Å:
1 C 0.475 1.345 -0.311  -0.09
2 C -0.163 -0.045 -0.289  -0.50
3 C 0.079 -0.756 -1.626  -0.10
4 C 0.363 -0.879 0.889  -0.11
5 C -1.255 0.647 2.747  0.03
6 O -2.155 0.599 2.053  0.04
7 H 0.115 1.939 -1.159  0.08
8 H 1.565 1.260 -0.400  0.08
9 H 0.258 1.903 0.608  0.06
10 H -1.252 0.083 -0.191  0.11
11 H -0.401 -1.741 -1.667  0.08
12 H -0.322 -0.162 -2.456  0.07
13 H 1.150 -0.898 -1.816  0.08
14 H -0.123 -1.860 0.931  0.09
15 H 1.446 -1.017 0.820  0.08
16 H 0.219 -0.418 1.868  -0.01

The calculation puts the HOMO energy at -11.34 eV. As for the HOMO-LUMO gap: 0.459 Ha.

Which structure is most stable? *3*, by 7.4 kcal/mol over the runner-up.

*1*
Here is the molecule C5H10O from the Open Molecules 2025 dataset. Energies are from the ωB97M-V functional and the def2-TZVPD basis.

Each line ends with the Löwdin charge.
Atoms and positions in Å:
1 C 2.182 0.134 0.164  -0.12
2 O 1.049 -0.699 0.160  -0.14
3 C -0.185 -0.185 -0.326  -0.40
4 C -0.530 1.311 -0.082  -0.05
5 C -1.033 -1.365 -0.733  -0.08
6 C -1.443 -0.666 0.484  -0.13
7 H 3.054 -0.506 0.349  0.09
8 H 2.334 0.652 -0.794  0.09
9 H 2.128 0.877 0.970  0.08
10 H -1.242 1.692 -0.814  0.09
11 H -0.993 1.517 0.912  0.08
12 H 0.380 1.892 -0.082  0.05
13 H -1.675 -1.373 -1.601  0.10
14 H -0.543 -2.307 -0.503  0.11
15 H -1.135 -0.920 1.483  0.11
16 H -2.349 -0.055 0.412  0.11

The structure (SMILES) is COC1(C)CC1. The calculation puts the HOMO energy at -8.04 eV. As for the HOMO-LUMO gap: 0.335 Ha.

*2*
Here is a structure of composition C5H10O from the Open Molecules 2025 dataset. Energies are from the ωB97M-V functional and the def2-TZVPD basis.

Each line ends with the Löwdin charge.
Atoms and positions in Å:
1 C -1.569 0.716 -0.184  -0.07
2 C -0.633 -0.184 0.599  -0.29
3 C -0.245 -1.571 0.076  -0.16
4 O 1.109 -1.391 0.519  -0.09
5 C 0.897 0.036 0.619  -0.34
6 C 1.526 0.742 -0.568  -0.05
7 H -1.660 1.700 0.292  0.08
8 H -2.575 0.282 -0.229  0.08
9 H -1.232 0.873 -1.214  0.07
10 H -0.983 -0.280 1.635  0.14
11 H -0.301 -1.652 -1.021  0.12
12 H -0.724 -2.448 0.525  0.12
13 H 1.302 0.435 1.558  0.14
14 H 2.612 0.613 -0.525  0.08
15 H 1.303 1.816 -0.570  0.08
16 H 1.173 0.313 -1.513  0.08

The calculation puts the HOMO energy at -9.55 eV. As for the HOMO-LUMO gap: 0.391 Ha.

Which structure is most stable? *2*, by 52.9 kcal/mol over the runner-up.

*1*
Here is the molecule C5H10O from the Open Molecules 2025 dataset. Energies are from the ωB97M-V functional and the def2-TZVPD basis.

Each line ends with the Löwdin charge.
Atoms and positions in Å:
1 C 1.646 -0.925 0.532  -0.12
2 C 0.709 0.251 0.530  -0.34
3 C 0.550 1.207 -0.623  -0.12
4 O -0.758 1.634 0.082  -0.05
5 C -0.806 0.120 0.519  -0.27
6 C -1.601 -0.665 -0.512  -0.05
7 H 1.583 -1.462 1.487  0.07
8 H 2.683 -0.578 0.441  0.07
9 H 1.484 -1.670 -0.270  0.07
10 H -0.156 1.762 0.943  0.16
11 H 0.185 0.886 -1.613  0.10
12 H 1.227 2.059 -0.740  0.11
13 H -1.326 0.066 1.483  0.13
14 H -2.645 -0.337 -0.558  0.08
15 H -1.594 -1.709 -0.179  0.09
16 H -1.178 -0.638 -1.519  0.07

The calculation puts the HOMO energy at -6.75 eV. As for the HOMO-LUMO gap: 0.285 Ha.

*2*
Here is a structure of composition C5H10O from the Open Molecules 2025 dataset. Energies are from the ωB97M-V functional and the def2-TZVPD basis.

Each line ends with the Löwdin charge.
Atoms and positions in Å:
1 C -1.132 1.245 0.592  -0.03
2 C -0.522 -0.447 0.279  -0.22
3 C -0.428 -0.901 -1.208  -0.18
4 C 0.878 -0.113 -1.141  -0.15
5 C 1.046 -0.513 0.301  -0.42
6 O 1.711 0.438 1.097  -0.03
7 H -0.947 1.331 1.663  0.06
8 H -0.823 2.249 0.179  0.09
9 H -2.197 1.162 0.363  0.06
10 H -1.165 -0.926 0.998  0.11
11 H -0.393 -2.006 -1.297  0.11
12 H -1.201 -0.542 -1.893  0.10
13 H 1.702 -0.294 -1.882  0.11
14 H 0.026 0.852 -0.488  0.16
15 H 1.426 -1.529 0.542  0.15
16 H 2.018 -0.005 1.895  0.09

The calculation puts the HOMO energy at -8.77 eV. As for the HOMO-LUMO gap: 0.356 Ha.

Which structure is most stable? *1*, by 3.2 kcal/mol over the runner-up.

*1*
Here is a structure of composition C5H10O from the Open Molecules 2025 dataset. Energies are from the ωB97M-V functional and the def2-TZVPD basis.

Each line ends with the Löwdin charge.
Atoms and positions in Å:
1 C -1.068 0.412 -0.463  -0.08
2 C -0.358 0.102 0.801  -0.19
3 C -0.369 -1.015 -0.184  -0.27
4 O 1.043 -1.156 -0.207  -0.06
5 C 1.155 0.066 0.556  -0.31
6 C 1.778 1.033 -0.424  -0.04
7 H -2.134 0.595 -0.260  0.08
8 H -2.740 -1.209 0.204  0.07
9 H -0.726 1.058 -1.257  0.08
10 H -0.837 0.131 1.771  0.13
11 H -0.833 -1.923 -0.517  0.10
12 H -2.433 -1.774 0.568  0.08
13 H 1.720 -0.037 1.484  0.14
14 H 2.841 0.790 -0.517  0.09
15 H 1.638 2.077 -0.152  0.09
16 H 1.324 0.851 -1.403  0.08

The calculation puts the HOMO energy at -8.65 eV. As for the HOMO-LUMO gap: 0.361 Ha.

*2*
Here is the molecule C5H10O from the Open Molecules 2025 dataset. Energies are from the ωB97M-V functional and the def2-TZVPD basis.

Each line ends with the Löwdin charge.
Atoms and positions in Å:
1 C -0.639 1.287 -0.802  -0.09
2 C -0.754 0.121 0.244  -0.37
3 C -1.661 -0.952 -0.429  -0.09
4 C 0.799 -0.179 0.392  0.18
5 C 2.329 -0.216 1.175  -0.38
6 O 2.616 -1.437 0.828  -0.13
7 H -0.177 2.185 -0.386  0.08
8 H -1.646 1.564 -1.151  0.09
9 H -0.080 0.979 -1.693  0.08
10 H -1.302 0.537 1.099  0.12
11 H -2.653 -0.529 -0.666  0.08
12 H -1.841 -1.829 0.197  0.07
13 H -1.247 -1.289 -1.387  0.08
14 H 1.029 -0.792 -0.468  0.08
15 H 2.950 0.630 0.767  0.10
16 H 2.279 -0.080 2.280  0.10

The calculation puts the HOMO energy (alpha / beta) at -8.54 / -9.17 eV. As for the HOMO-LUMO gap (alpha / beta): 0.273 / 0.321 Ha.

Which structure is most stable? *1*, by 20.7 kcal/mol over the runner-up.

*1*
Here is a cluster of 2 separate species, C2H9OS in total from the Open Molecules 2025 dataset. Energies are from the ωB97M-V functional and the def2-TZVPD basis.

Each line ends with the Löwdin charge.
Atoms and positions in Å:
1 O -0.654 -0.340 -3.068  -0.08
2 H -0.542 0.641 -3.067  0.07
3 H -1.139 -0.589 -3.866  0.07
4 H -0.216 -0.241 -1.075  -0.03
5 C 0.022 -1.135 1.926  -0.18
6 S 0.316 -0.527 0.138  0.99
7 C 0.602 1.282 0.525  -0.26
8 H 0.820 -0.840 2.626  0.09
9 H -0.231 -2.194 1.858  0.06
10 H -0.881 -0.649 2.243  0.04
11 H 0.741 1.785 -0.450  0.06
12 H -0.394 1.489 1.062  0.08
13 H 1.557 1.318 1.149  0.08

Its charge is +1. The calculation puts the HOMO energy at -15.51 eV. As for the HOMO-LUMO gap: 0.366 Ha.

*2*
Here is a cluster of 2 separate species, C2H9OS in total from the Open Molecules 2025 dataset. Energies are from the ωB97M-V functional and the def2-TZVPD basis.

Each line ends with the Löwdin charge.
Atoms and positions in Å:
1 O -2.547 0.216 -0.769  -0.07
2 H -3.111 -0.545 -0.965  0.07
3 H -3.094 0.864 -0.293  0.07
4 H -0.938 -0.140 0.266  -0.01
5 C 1.068 -1.311 0.827  -0.29
6 S 0.212 0.250 0.861  1.08
7 C 1.041 1.210 -0.355  -0.30
8 H 2.130 -1.181 1.046  0.07
9 H 1.061 -1.814 -0.144  0.08
10 H 0.684 -2.034 1.540  0.07
11 H 0.387 2.011 -0.734  0.08
12 H 1.897 1.744 0.037  0.07
13 H 1.211 0.730 -1.319  0.08

Its charge is +1. The calculation puts the HOMO energy at -16.08 eV. As for the HOMO-LUMO gap: 0.472 Ha.

Which structure is most stable? *2*, by 42.4 kcal/mol over the runner-up.

*1*
Here is a cluster of 2 separate species, C2H9OS in total from the Open Molecules 2025 dataset. Energies are from the ωB97M-V functional and the def2-TZVPD basis.

Each line ends with the Löwdin charge.
Atoms and positions in Å:
1 O -1.401 0.364 1.240  -0.07
2 H -1.574 1.197 1.690  0.07
3 H -2.174 -0.167 1.467  0.07
4 H -0.472 -1.383 0.271  -0.01
5 C -0.280 0.009 -1.640  -0.25
6 S 0.583 -1.141 -0.517  1.08
7 C 1.527 -0.071 0.590  -0.26
8 H -1.340 -0.224 -1.628  0.07
9 H -0.191 0.975 -1.152  0.06
10 H 0.178 -0.054 -2.615  0.06
11 H 0.846 0.641 1.038  0.04
12 H 2.188 0.541 -0.008  0.07
13 H 2.109 -0.689 1.263  0.07

Its charge is +1. The calculation puts the HOMO energy at -16.39 eV. As for the HOMO-LUMO gap: 0.474 Ha.

*2*
Here is a cluster of 3 separate species, C2H9OS in total from the Open Molecules 2025 dataset. Energies are from the ωB97M-V functional and the def2-TZVPD basis.

Each line ends with the Löwdin charge.
Atoms and positions in Å:
1 O -1.567 1.206 -1.408  -0.06
2 H -1.542 0.940 -2.339  0.06
3 H -2.565 -3.076 0.239  0.00
4 H -2.498 1.262 -1.215  0.06
5 C 1.759 0.142 1.561  -0.08
6 C 0.983 0.505 0.343  -0.41
7 S 1.688 0.608 -1.142  1.08
8 H 1.135 0.273 2.440  0.10
9 H 1.941 -0.933 1.398  0.12
10 H 2.664 0.738 1.633  0.10
11 H -2.509 -3.542 -0.321  0.01
12 H -0.099 0.543 0.409  0.08
13 H 0.610 1.333 -1.597  -0.05

Its charge is +1. The calculation puts the HOMO energy at -16.14 eV. As for the HOMO-LUMO gap: 0.358 Ha.

Which structure is most stable? *1*, by 42.3 kcal/mol over the runner-up.